[1]
Formula: C43H56N4O3P2ReS2
Source: OMol25
Level of theory: ωB97M-V/def2-TZVPD

Geometry as XYZ:
```
111
C43H56N4O3P2ReS2 ωB97M-V/def2-TZVPD
Re 0.27208 1.48607 -0.34049
S 0.57571 5.64481 -1.36060
S -2.35591 3.96443 -1.38844
P 2.58134 0.57563 -0.41135
P -1.71087 0.13549 0.46047
O -1.95451 5.24153 -1.90605
O 0.60875 -2.38474 -0.79584
O -3.04535 3.02929 -2.21861
N -0.90280 3.24272 -0.91392
N 1.28566 3.33735 -0.52494
N 0.66400 1.39591 1.56104
N -5.60184 5.19488 3.35510
C -2.50725 -1.76291 2.36040
C -0.49408 1.79899 2.29351
C 3.32275 1.26376 -1.95412
C 4.36457 1.43329 1.60668
C 1.15734 -7.93111 -4.31867
C -4.56633 -0.09404 -0.03468
C -1.72060 1.22581 1.92121
C 3.58694 1.63071 3.85749
C 2.24073 5.35377 -0.96091
C 2.27207 1.53364 3.43337
C -2.77495 5.10017 1.03615
C -2.15992 -2.60403 0.01285
C 2.70283 -1.68587 1.17269
C -3.55579 5.43391 2.11592
C -4.84681 4.89517 2.25824
C 0.81974 -6.32836 0.39969
C -4.54508 3.68768 0.18954
C 0.96714 -7.02418 -1.97947
C 0.66140 -3.03556 -3.54642
C 2.97723 0.29380 -3.09297
C 3.04811 1.32501 1.16041
C 2.44901 4.09429 -0.55168
C 4.80312 1.64598 -1.92739
C -2.97998 0.05915 -1.98527
C -1.68916 -1.60664 1.07486
C -2.82067 2.50704 3.64825
C 0.84957 -5.98538 -1.07165
C 1.00234 -6.79645 -3.35047
C 4.63810 1.62711 2.94927
C 1.98312 1.44507 2.07163
C 0.90109 -5.48557 -3.81037
C 4.62715 -1.38360 -0.41429
C 0.21869 4.03106 -0.91878
C -0.45517 2.78199 3.28245
C 0.75956 -4.66020 -1.55601
C -3.25963 4.21193 0.07600
C -5.32658 4.01580 1.27674
C 3.12513 -1.17274 -0.20900
C 0.65560 -3.58826 -0.57857
C -1.61013 3.10963 3.96865
C -2.87552 1.59714 2.60775
C -3.22421 0.45817 -0.52395
C 0.77557 -4.41211 -2.94767
H -0.12669 -6.04821 0.86647
H 4.94955 -1.20898 -1.43767
H 2.72014 -2.77677 1.16438
H -4.63714 -1.17430 -0.12919
H 0.61549 -3.92331 0.47226
H 1.03359 -8.04115 -1.61192
H 2.75984 2.18028 -2.13574
H -1.72113 -2.43511 -0.96769
H -3.24286 -2.58798 -0.07907
H 0.46659 3.29719 3.50667
H 5.65900 1.72730 3.29004
H 1.91737 0.02172 -3.10044
H -2.41589 -2.79721 2.69638
H 2.96802 6.14516 -1.04084
H -3.72089 2.76925 4.18765
H 0.93907 -7.40160 0.52901
H 5.04737 2.30570 -1.09503
H 2.18018 -7.96208 -4.69987
H 0.46869 -3.11357 -4.61513
H 3.55637 -0.62736 -3.03482
H 1.48085 1.51061 4.16661
H 5.03373 2.18717 -2.84611
H -0.12736 -2.44631 -3.08303
H -5.34582 0.33103 -0.66973
H -2.93475 -1.02180 -2.10297
H 3.20377 0.76817 -4.04793
H -3.29058 1.54015 -0.47905
H -3.18381 6.12861 2.85894
H -3.82684 1.16852 2.33384
H -5.34995 5.99638 3.90754
H -2.06058 0.49385 -2.38528
H -3.79726 0.43665 -2.59950
H -4.93804 3.05019 -0.59147
H 4.84310 -2.42825 -0.18258
H -6.33021 3.61742 1.35958
H 5.46078 0.78121 -1.88267
H -1.56712 3.85731 4.74984
H 3.40120 -1.34891 1.94017
H -4.80550 0.17421 0.99157
H 3.79062 1.70851 4.91719
H 0.90723 -5.30210 -4.87887
H 1.59331 -2.48006 -3.41380
H -2.15125 -1.12069 3.16440
H 2.58135 -1.72021 -0.97622
H 5.23288 -0.77804 0.25993
H 3.38029 3.67057 -0.21485
H 0.49513 -7.80827 -5.17526
H -0.63835 -1.78604 1.31084
H -1.88597 -3.61170 0.33036
H 5.18220 1.34722 0.90376
H -6.58614 4.98992 3.33099
H 1.69725 -1.37135 1.45247
H 0.94619 -8.88943 -3.84866
H -3.56769 -1.56659 2.19774
H 1.62328 -5.84374 0.95584
H -1.79589 5.55039 0.92309
```

Output
Frontier orbital gap (alpha / beta)   6.57 / 5.67 eV
Molar mass   989.24 g mol⁻¹
2S+1   4
Net charge   +2
LUMO (alpha / beta)   -6.20 / -7.12 eV
Max |F|   0.74 eV/A

Results of the Mulliken charge analysis, in e, for atoms 1 through 99: 1.67, 0.01, 1.12, -0.19, 0.79, -0.79, 0.09, -0.61, -0.36, 0.44, 0.07, -0.52, -1.56, 0.04, 0.94, -0.44, -1.56, -1.41, 0.12, -0.93, -0.58, -0.77, -0.48, -1.49, -1.84, -0.89, 1.03, -1.64, -0.43, -0.83, -0.98, -1.54, 0.30, -0.86, -1.64, -1.82, 1.63, -0.97, 0.79, 0.41, -1.07, 0.50, -1.17, -1.43, 0.67, -0.69, 0.74, -0.09, -0.90, 1.71, -0.65, -1.29, -0.30, 2.77, 1.14, 0.33, 0.31, 0.67, 0.33, 0.33, 0.35, 0.53, 0.00, 0.39, 0.83, 0.52, 0.38, 0.54, 0.51, 0.47, 0.39, 0.34, 0.31, 0.46, 0.27, 0.76, 0.49, 0.00, 0.51, 0.36, 0.55, -2.12, 0.38, 0.11, 0.22, 0.30, 0.59, 0.77, 0.53, 0.40, 0.30, 0.47, 0.39, 0.25, 0.45, 0.43, 0.08, 0.33, -0.29



[2]
Formula: C43H57BBrKN11O4
Source: OMol25
Level of theory: ωB97M-V/def2-TZVPD

Geometry as XYZ:
```
118
C43H57BBrKN11O4 ωB97M-V/def2-TZVPD
Br -7.68046 -3.91261 -2.09374
K 0.04417 0.67445 1.34950
O -2.36251 0.45810 2.39779
O -0.57465 -0.15493 3.55716
O -1.10276 1.20987 -0.64154
O 2.72307 0.81832 4.63694
N -7.81307 1.16601 2.64070
N 2.61904 -1.07027 0.10498
N -8.56944 0.57991 1.85239
N 0.63676 1.26298 3.63187
N 2.12150 0.02454 -2.09396
N 1.55088 2.06354 -0.03294
N -1.72187 0.15701 3.71590
N -3.65557 0.99429 0.10967
N 0.79684 -0.10683 -2.01665
N 1.36203 -1.27162 0.51449
N 2.77235 1.50144 -0.09070
C 3.68584 2.34270 0.45451
C -7.28614 -1.36924 1.15475
C -5.71430 1.07939 3.70062
C 6.02999 1.16977 0.19842
C -7.87148 -2.44518 -0.89135
C -8.96227 -0.41157 -0.28625
C 5.27180 2.17889 2.33204
C -1.16459 -0.37941 -3.48468
C 4.85184 -2.31858 0.19854
C 3.37919 -2.14971 0.40896
C 4.76596 -1.11953 -3.68046
C 5.55296 -2.34729 1.56209
C 4.52598 1.41897 -3.62765
C 0.14703 -3.45157 3.05513
C 5.15416 2.25918 0.80022
C -7.12342 -2.41495 0.27281
C 1.30122 -2.46655 1.07770
C 0.55845 4.40806 2.43429
C -1.49225 -0.40186 -4.97809
C -5.73434 1.31562 1.28698
C 0.02714 -3.06298 1.58133
C -4.34385 1.02611 1.25533
C 3.87392 0.08423 -3.98994
C 1.36434 -0.21430 -4.15612
C -0.83445 3.90004 0.43549
C 5.16150 -3.59439 -0.58815
C -5.55913 1.83244 -1.04773
C -4.34535 0.86825 3.67675
C 2.56247 -3.06916 1.03829
C 0.57531 4.23011 0.90989
C -3.64460 0.76898 2.48068
C -0.30906 -4.28582 0.72226
C 3.00347 3.48144 0.84762
C -6.44481 1.19426 2.52384
C -6.31031 1.80479 0.09859
C -8.78796 -1.44701 -1.17870
C -8.20854 -0.34605 0.89195
C 2.50550 -0.04306 -3.39131
C -1.71964 -1.62483 -2.78842
C 1.66129 3.25207 0.54598
C -4.24350 1.34245 -0.99720
C 0.31043 -0.24892 -3.24124
C 1.67462 1.00472 4.14195
B 2.97858 0.12843 -0.80030
H 5.96075 1.14250 -0.88463
H -0.20307 1.56294 -0.71263
H 5.69756 -1.06130 -4.24160
H 4.10758 0.03550 -1.11264
H 5.58117 3.22428 0.48657
H 5.25670 -3.23470 2.11708
H -0.76386 -3.94346 3.39512
H -2.80901 -1.62919 -2.82390
H -1.40445 -1.64425 -1.74884
H 4.64331 -3.58381 -1.54423
H 6.23297 -3.66979 -0.77241
H -0.85599 3.70279 -0.63100
H -9.36331 -1.49012 -2.09073
H 0.35706 3.45612 2.92194
H 5.51895 1.49083 -4.07120
H -2.56931 -0.48847 -5.12214
H -1.23053 3.02995 0.95304
H 0.51362 -4.99749 0.75515
H 3.91102 2.23597 -4.00037
H -6.25065 1.03541 4.63729
H -1.02021 -1.25507 -5.46473
H -1.20972 -4.78318 1.07794
H 3.71143 0.07901 -5.07548
H 5.23283 -1.47566 -0.37621
H -6.41126 -3.19606 0.48606
H 0.31076 -2.56310 3.65942
H 7.07002 1.36506 0.46342
H -1.65494 0.49694 -3.04412
H -0.46035 -3.98394 -0.31145
H -7.32539 2.18288 0.10860
H 2.84855 -4.03397 1.41232
H 4.99859 -1.17236 -2.62459
H -9.68455 0.36422 -0.48603
H -1.14426 0.51159 -5.46033
H 1.51464 4.77898 2.79727
H -0.21618 5.12173 2.71647
H 3.43498 4.36039 1.28983
H 6.32097 2.18174 2.62830
H 4.25519 -2.03831 -3.96235
H 4.60009 1.52600 -2.55148
H 1.33077 -0.31639 -5.22206
H -1.48594 4.75065 0.64471
H -5.96041 2.23912 -1.96415
H -6.72469 -1.35517 2.07669
H -1.00527 0.35141 -1.06069
H 4.80542 1.26884 2.70319
H 4.84527 -4.47515 -0.03438
H -3.64715 1.27128 -1.89402
H 4.77770 3.02138 2.80911
H -1.34972 -2.51978 -3.28193
H 5.27390 -1.47629 2.15178
H 0.98348 -4.13251 3.20016
H 0.85739 5.20016 0.46852
H 6.63628 -2.35908 1.44350
H -0.76617 -2.31296 1.47055
H -3.79439 0.72533 4.58983
H 5.75257 0.20542 0.60519
```

Output
Frontier orbital gap   6.77 eV
Molar mass   921.82 g mol⁻¹
Net charge   -1
ΔE to the lowest compared entry with this formula, charge and spin   2.661 eV
LUMO   1.29 eV
Max |F|   4.67 eV/A

Results of the Mulliken charge analysis, in e, for atoms 1 through 99: -0.20, 1.59, 0.23, -0.02, 0.04, -0.70, -0.60, 0.89, -0.42, -0.71, 0.24, -0.81, -0.17, -0.06, 0.32, -0.16, 0.91, -0.18, -0.05, -0.51, -1.72, 0.10, -0.42, -1.56, 1.43, 1.64, 0.08, -1.40, -1.69, -1.41, -1.65, 0.44, -0.64, -0.51, -1.36, -1.95, 1.01, 1.53, 0.26, 0.28, -0.95, -1.30, -1.83, -1.19, -1.02, -0.84, 0.79, -0.29, -1.59, -0.90, 0.08, -0.57, -0.46, 0.35, 0.00, -1.08, -0.44, 0.07, -0.40, 0.56, 0.60, 0.15, 0.60, 0.49, -0.93, 0.52, 0.39, 0.44, 0.33, -0.02, 0.34, 0.46, 0.21, 0.42, 0.10, 0.42, 0.47, -0.13, 0.31, 0.36, 0.42, 0.34, 0.46, 0.41, -0.73, 0.46, 0.32, 0.59, -0.15, 0.32, 0.58, 0.62, 0.07, 0.45, 0.40, 0.39, 0.44, 0.67, 0.45



[3]
Formula: C43H57Br2Cl52N4O9S2
Source: OMol25
Level of theory: ωB97M-V/def2-TZVPD

Geometry as XYZ:
```
169
C43H57Br2Cl52N4O9S2 ωB97M-V/def2-TZVPD
Br -2.86035 3.20017 -0.71904
Br -0.45300 4.78165 0.65764
Cl -13.18831 -3.17667 5.19017
Cl 3.97431 -8.41313 -11.16873
Cl 1.13804 -10.57047 -13.14519
Cl -7.42552 -2.49497 -1.94711
Cl -5.97065 -2.52965 6.03566
Cl 7.87192 -4.17362 -11.64945
Cl -5.15185 -4.57427 7.91722
Cl 3.35134 -3.73382 -5.61450
Cl -0.56258 -2.65917 -12.25247
Cl -8.37858 0.21335 9.95115
Cl -10.66835 -1.00073 8.64033
Cl -12.35889 2.25522 9.22516
Cl 9.76777 0.00438 3.70913
Cl -12.38286 -5.21962 7.08465
Cl 4.02343 -6.16332 -4.15619
Cl -4.95913 1.46425 2.48879
Cl -3.69120 -4.84968 3.90414
Cl 5.16102 5.38029 3.01828
Cl 3.67838 7.41708 4.46893
Cl 7.12074 1.18712 3.50791
Cl -10.78431 -0.35591 11.46778
Cl 1.79191 -4.51266 -3.30183
Cl 3.35089 -1.85950 -7.99320
Cl -0.26424 2.03255 5.84347
Cl -17.79623 -4.49934 9.03936
Cl -7.49438 -2.94822 8.46589
Cl -2.44285 0.76874 4.40911
Cl -19.24329 -4.18075 6.54431
Cl 2.02854 -3.96898 -9.46198
Cl 5.33863 -6.32619 -9.68171
Cl 0.53160 -9.52462 -15.78417
Cl -2.69225 -2.39890 5.10054
Cl 9.03795 1.53960 1.34821
Cl 2.79958 -1.51729 -10.82006
Cl -5.51966 1.05847 -0.30233
Cl -5.10482 -0.88793 -2.60686
Cl 7.22768 6.16239 -3.94955
Cl 2.86178 -8.56858 -14.33699
Cl -14.71073 -3.57711 7.63105
Cl -2.73379 1.38653 7.22724
Cl 8.65115 -6.59857 -13.04019
Cl -7.65814 1.90714 1.48543
Cl 4.74064 -5.95888 -12.50382
Cl 10.13916 -5.72106 -10.70626
Cl -2.91811 -4.22508 -11.59690
Cl -13.96283 3.81261 11.07331
Cl -11.59304 4.97720 9.87272
Cl -2.96031 -2.60456 2.21917
Cl -19.46758 -2.16303 8.61720
Cl -1.52730 -2.74952 -9.52007
Cl -5.31332 -3.60589 -3.59954
Cl 5.64019 5.78697 5.85623
S 4.58329 -3.63416 2.60420
S 1.68321 2.05438 -1.96771
O 1.94795 7.08809 -0.74733
O 1.89870 0.65440 -2.05378
O 1.73608 4.95571 -1.15036
O 1.33160 3.63787 2.40505
O 6.21495 2.09790 -2.12826
O 6.31891 -2.98596 0.62063
O 2.85657 2.97196 -2.41905
O 0.60531 2.48288 -2.79214
O 4.52347 1.33270 -3.23041
N 4.45253 -3.77559 0.01540
N 5.59580 1.04745 0.20448
N 5.19308 -3.49742 -1.06034
N 4.90344 3.49026 0.52535
C 5.12427 -3.45125 0.99689
C 0.00019 -0.44853 2.13418
C 8.55276 -5.78566 -11.47554
C 1.13411 1.07800 0.54429
C 1.82663 -0.91091 3.79736
C 0.34444 -0.75748 3.55706
C 5.05004 2.03268 -2.40343
C -2.01577 1.89092 5.69320
C 6.27110 -3.03688 -0.63475
C 1.27316 2.40690 -0.18915
C 2.40340 4.69142 0.08659
C -3.62742 -3.09270 3.77446
C 5.21193 6.55936 4.32467
C 6.07743 4.79620 -1.87514
C 1.48096 6.19910 -1.35994
C 2.49348 3.22620 0.35018
C 4.64178 4.40738 -2.08826
C 1.49634 4.24292 3.64046
C -12.94377 3.87332 9.64039
C -0.07255 3.08184 -0.16513
C 3.39497 -4.50778 -4.03188
C -5.93070 2.00139 1.12052
C 4.20414 -6.67586 -10.98304
C -13.10837 -3.62801 6.89148
C 4.18131 1.30845 0.18479
C 0.25432 1.03539 1.76733
C 6.24757 6.20234 -2.45522
C -5.89142 -2.98632 7.73655
C 2.53254 3.16494 1.85491
C -18.40814 -3.34740 7.85260
C 2.42744 -1.95465 2.89799
C 1.81598 -9.94717 -14.65010
C 3.87908 2.76275 -0.19296
C -6.20021 -2.14566 -3.16816
C 4.13337 3.05112 -1.66561
C 2.24085 -2.21782 -9.29979
C 3.92959 -2.01591 3.08183
C -1.35215 -3.64599 -11.02581
C -1.09789 2.47795 -0.67491
C -10.13731 0.12023 9.90122
C 0.57309 6.39122 -2.48268
C 8.83019 1.36070 3.08288
C -1.13910 1.13938 -1.26562
H -5.27134 -2.26605 8.24658
H 4.14096 -1.90268 4.11458
H 4.52203 4.39867 -3.14336
H 5.02224 3.08256 1.42696
H 3.34726 5.15845 0.07373
H -0.72641 1.43775 1.68711
H -13.53849 4.23431 8.81659
H -0.72621 -4.50264 -10.83170
H 5.32081 6.63736 -2.72305
H -1.57032 0.47351 -0.54989
H 3.30112 3.78142 2.25732
H -0.20081 5.66273 -2.49336
H 6.77939 4.19701 -2.38279
H 4.03478 5.22323 -1.78451
H 1.89408 5.21270 0.84646
H 5.95167 1.05379 1.13861
H -1.80006 1.14630 -2.08758
H -1.03295 -0.64055 1.99743
H 1.94226 -1.27447 4.78832
H 2.41188 -10.72695 -15.09613
H 1.27975 -1.78923 -9.06148
H 5.78439 3.33452 0.05660
H -6.70124 -1.78404 -4.05146
H 0.73933 1.41397 2.62093
H -2.41069 2.86226 5.44086
H 3.68484 0.59161 -0.43125
H 7.89467 -6.35910 -10.84242
H 7.03529 -2.71522 -1.26199
H 2.34312 3.87248 4.17792
H -0.06915 -1.71353 3.78511
H 2.35857 0.01335 3.71866
H 0.82407 0.33249 -0.12239
H -17.56647 -2.82087 7.43027
H 6.73720 6.84305 -1.77043
H 2.06371 0.72113 0.90758
H -10.53249 1.10971 9.65659
H 1.10051 6.30688 -3.39598
H -4.63084 -2.71742 3.83143
H 0.51389 -1.12144 1.49801
H -0.11956 -0.09057 4.23176
H 4.05821 -3.93945 -3.39375
H 3.25545 -6.23465 -10.72241
H 5.97575 7.28372 4.09162
H -5.68451 3.03271 0.91924
H -12.48535 -2.91098 7.39977
H 3.84922 1.11843 1.17988
H 4.41149 -1.21333 2.57773
H 9.19130 2.26258 3.55001
H 0.14653 7.35827 -2.43382
H 5.78903 0.17022 -0.19814
H 1.59790 5.29420 3.51211
H -0.21197 0.74656 -1.58920
H 2.69346 2.17511 2.23572
H 2.07675 -2.92858 3.13454
H 2.28342 -1.75350 1.86711
H 0.63424 4.05584 4.22210
H 6.35363 4.91579 -0.86472
```

Output
Frontier orbital gap   6.20 eV
Molar mass   2841.45 g mol⁻¹
Net charge   -1
LUMO   0.95 eV
Max |F|   5.27 eV/A

Results of the Mulliken charge analysis, in e, for atoms 1 through 99: -0.22, -0.10, -0.13, -0.10, -0.13, -0.13, -0.10, -0.10, -0.13, -0.01, -0.10, -0.11, -0.10, -0.13, -0.14, -0.12, -0.16, 0.00, -0.13, 0.05, -0.13, -0.08, -0.12, -0.14, -0.09, -0.12, -0.13, -0.08, 0.07, -0.12, -0.07, -0.12, -0.13, -0.07, -0.08, -0.13, 0.01, -0.02, -0.25, -0.06, -0.09, -0.14, -0.13, -0.15, -0.12, -0.14, -0.14, -0.12, -0.12, -0.07, -0.13, -0.11, -0.13, -0.15, -0.31, 1.32, -0.59, -0.67, -0.21, 0.06, -0.61, -0.26, -0.21, -0.87, -0.71, -0.34, 0.11, -0.04, -0.14, 0.44, -1.22, 0.30, -1.95, -0.81, -0.48, -0.22, -0.07, -0.19, 1.82, -3.11, 0.11, -0.13, -0.61, 0.79, 1.74, -1.91, -0.96, 0.02, -0.91, 0.24, -0.18, 0.35, 0.60, -2.22, 0.55, -0.70, 0.04, -1.95, 0.21